Entry 1:
C23H26NO3Rh as an isolated structure, computed with ωB97M-V with the def2-TZVPD basis set.

Cartesian coordinates (Å):
C  -1.036  1.333  0.916
C  0.017  1.569  -0.008
C  -0.542  1.991  -1.236
H  1.084  1.460  0.208
C  -1.962  2.045  -1.081
C  -2.265  1.655  0.258
H  -2.663  2.368  -1.847
C  2.278  -0.947  1.835
C  3.115  0.189  1.604
C  3.443  0.240  0.217
H  3.448  0.905  2.362
C  2.794  -0.871  -0.414
C  2.056  -1.590  0.584
H  -0.004  2.301  -2.128
H  -3.256  1.605  0.708
H  -0.918  1.011  1.962
H  1.453  -2.474  0.401
H  4.042  0.976  -0.304
H  1.835  -1.233  2.779
Rh  -1.274  0.218  -0.709
C  2.665  -1.110  -1.899
C  2.819  -2.618  -2.156
C  3.692  -0.339  -2.726
H  3.738  -2.951  -1.648
H  2.939  -2.813  -3.231
H  1.969  -3.195  -1.772
H  4.704  -0.548  -2.361
H  3.497  0.741  -2.678
H  3.611  -0.645  -3.781
C  1.292  -0.511  -2.286
C  0.342  -1.262  -3.184
H  1.394  0.526  -2.640
H  0.723  -0.453  -1.324
O  -0.349  -2.123  -2.618
N  0.097  -0.747  -4.466
C  -1.062  0.195  -4.493
H  -0.078  -1.505  -5.118
C  -0.658  1.637  -4.586
C  -1.673  2.598  -4.677
H  -2.714  2.264  -4.669
C  -1.338  3.948  -4.774
H  -2.129  4.696  -4.833
C  0.010  4.337  -4.765
H  0.270  5.399  -4.813
C  1.024  3.370  -4.709
H  2.080  3.655  -4.702
C  0.693  2.004  -4.645
H  1.459  1.223  -4.668
H  -1.697  0.062  -3.591
H  -1.677  -0.092  -5.358
O  -1.191  -1.873  0.144
C  -2.173  -2.231  -0.584
O  -2.782  -1.367  -1.305
H  -2.498  -3.292  -0.613

Atomic forces in eV per Å
0.38 2.05 3.18
2.22 2.07 1.70
0.68 2.86 -1.19
-0.45 -0.13 -0.11
-1.12 2.91 -0.73
-1.43 2.40 1.63
0.21 -0.09 0.27
-1.13 -1.70 -2.15
0.87 0.58 -1.39
-0.55 -0.75 0.34
-0.15 -0.33 -0.33
0.83 1.93 0.03
0.09 0.45 2.95
-0.17 -0.13 0.24
0.37 -0.15 -0.22
-0.11 0.16 -0.79
0.02 0.28 0.14
-0.06 -0.08 0.26
0.11 -0.02 -0.10
-0.97 -11.04 -3.23
0.24 -0.02 -0.18
0.08 -0.03 -0.01
0.36 -0.05 0.02
-0.31 -0.02 -0.21
-0.15 -0.01 0.24
0.22 0.14 -0.13
-0.05 0.09 -0.22
0.22 -0.24 0.07
0.08 0.11 0.30
-0.74 0.40 0.56
-1.59 -1.04 2.63
0.17 -0.43 0.14
0.38 -0.10 -0.59
1.56 0.71 -2.23
-0.14 -0.23 -0.80
0.01 -0.53 0.22
-0.19 -0.02 0.28
0.30 0.15 -0.53
0.55 0.14 0.12
0.26 0.20 0.00
0.14 -0.19 0.15
0.26 -0.14 -0.01
0.16 -0.12 0.00
-0.11 -0.44 0.02
-0.32 -0.29 0.07
-0.40 0.04 -0.09
-0.39 0.68 -0.12
-0.32 0.40 0.06
0.22 -0.12 -0.40
0.12 0.19 0.24
-0.96 -0.95 -0.66
0.26 1.19 -0.08
0.30 -1.19 0.55
0.12 0.45 0.10

Frontier orbital gap (spin up / spin down)   0.271 / 0.228 Ha
Lowest unoccupied orbital energy (spin up / spin down)   0.72 / -1.89 eV
Spin multiplicity   5
Relative energy (zero: lowest compared OMol25 entry of this formula, charge and spin)   0.000 eV

=====

Entry 2:
C23H27AsClGaIOP as an isolated structure, computed with ωB97M-V with the def2-TZVPD basis set.

Cartesian coordinates (Å):
C  0.108  0.152  -1.690
I  1.890  1.073  -1.558
H  0.234  -0.923  -1.893
H  -0.430  0.317  -0.756
H  -0.382  0.525  -2.595
Ga  -1.568  -1.729  -3.950
P  -1.080  -0.083  -5.500
C  0.657  0.443  -5.612
C  -1.455  -0.982  -7.048
H  -2.936  1.351  -4.870
H  -2.406  1.656  -6.521
H  -1.452  2.318  -5.201
C  -2.049  1.450  -5.506
H  -2.112  -1.813  -6.746
H  -1.975  -0.303  -7.727
H  0.986  0.490  -6.660
H  1.298  -0.278  -5.093
H  -0.503  -1.311  -7.485
H  0.800  1.437  -5.170
C  3.767  -0.162  -3.580
O  4.678  -0.254  -2.884
Cl  -3.429  -2.221  -2.847
C  2.336  3.062  5.155
C  3.092  2.895  3.986
C  2.614  2.095  2.948
C  1.375  1.445  3.080
C  0.607  1.621  4.235
C  1.100  2.418  5.284
As  0.837  0.289  1.579
C  1.143  -1.500  2.339
C  2.013  -2.355  1.648
C  2.236  -3.647  2.127
C  1.596  -4.079  3.291
C  0.756  -3.214  3.995
C  0.515  -1.920  3.509
C  -1.120  0.379  1.819
C  -1.898  -0.776  1.631
C  -3.299  -0.697  1.711
C  -3.925  0.534  1.949
C  -3.147  1.695  2.060
C  -1.750  1.622  1.974
H  2.730  3.672  5.968
H  4.052  3.404  3.889
H  3.186  1.964  2.030
H  -0.374  1.151  4.331
H  0.507  2.544  6.198
H  2.499  -1.988  0.748
H  2.895  -4.319  1.577
H  1.789  -5.088  3.650
H  0.271  -3.565  4.908
H  -0.154  -1.258  4.055
H  -1.433  -1.735  1.370
H  -3.920  -1.593  1.593
H  -5.010  0.602  2.070
H  -3.625  2.665  2.210
H  -1.135  2.524  1.974

Atomic forces in eV per Å
-1.62 -1.45 -0.87
1.50 1.17 0.81
0.19 0.19 0.52
-0.43 -0.05 -0.57
-0.34 0.41 0.50
-0.80 -1.52 1.56
0.28 1.76 -1.56
0.37 -0.21 0.26
-0.04 -0.06 0.64
0.20 0.13 -0.07
0.10 -0.12 0.09
-0.11 -0.35 0.15
-0.56 0.32 0.00
0.24 0.04 -0.73
0.05 -0.21 0.04
-0.28 -0.05 0.23
0.05 0.17 -0.10
-0.44 -0.22 0.06
-0.11 -0.31 0.03
2.83 -0.54 1.46
-2.35 0.23 -1.95
1.03 0.61 -0.75
-0.07 -0.38 -0.24
-0.13 -0.02 0.02
-0.25 -0.03 0.26
0.81 0.62 -0.58
-0.19 0.13 0.28
0.06 -0.11 -0.35
-1.57 -0.24 3.13
0.69 -0.52 -0.89
-0.31 0.06 0.32
-0.09 0.10 -0.09
0.22 0.25 -0.16
0.03 0.14 -0.35
-0.10 -0.16 0.32
0.33 -0.09 -1.05
-0.63 -0.19 -0.35
0.22 -0.04 0.10
0.47 0.12 0.22
0.37 0.01 0.07
-0.33 0.12 -0.26
-0.19 -0.14 -0.25
-0.26 -0.18 0.00
0.03 0.12 0.25
0.35 0.15 0.02
0.24 -0.10 -0.45
0.05 -0.23 0.05
-0.15 0.19 0.21
-0.14 0.22 -0.01
0.12 0.24 -0.25
0.12 -0.15 -0.11
-0.15 0.38 0.32
0.41 0.34 0.05
0.40 -0.09 -0.20
0.15 -0.32 -0.04
-0.30 -0.14 0.23

Frontier orbital gap (spin up / spin down)   0.229 / 0.191 Ha
Charge   +2
Lowest unoccupied orbital energy (spin up / spin down)   -7.84 / -8.85 eV

=====

Entry 3:
C23H27BrN3O8Re as an isolated structure, computed with ωB97M-V with the def2-TZVPD basis set.

Cartesian coordinates (Å):
Re  0.565  -0.449  0.521
O  3.833  -2.777  1.299
C  3.050  -2.152  0.639
O  1.772  -1.980  1.003
C  3.450  -1.515  -0.678
C  2.335  -1.633  -1.718
C  2.852  -1.337  -3.118
C  3.114  0.192  -3.046
C  2.641  0.533  -1.636
O  1.532  -0.422  -1.445
C  3.648  0.048  -0.589
C  3.345  0.660  0.755
O  4.180  1.125  1.466
O  2.021  0.725  1.083
H  4.358  -2.019  -0.996
H  1.714  -2.509  -1.619
H  2.092  -1.572  -3.862
H  3.743  -1.919  -3.343
H  2.540  0.733  -3.794
H  4.165  0.449  -3.167
H  2.276  1.546  -1.503
H  4.664  0.345  -0.824
O  -1.769  0.129  6.279
C  -1.225  0.013  5.069
C  -0.742  1.087  4.325
C  -0.247  0.837  3.079
N  -0.189  -0.390  2.508
C  -0.601  -1.428  3.267
Br  -0.479  -3.187  2.645
C  -1.128  -1.262  4.527
H  -1.756  1.042  6.591
H  -0.736  2.098  4.715
H  0.161  1.646  2.496
H  -1.454  -2.120  5.098
C  -2.921  -2.587  -0.406
C  -1.564  -2.302  -1.029
C  -1.725  -1.666  -2.401
C  -0.754  -3.585  -1.134
O  -0.884  -1.357  -0.178
H  -3.538  -3.156  -1.103
H  -3.439  -1.653  -0.170
H  -2.810  -3.160  0.516
H  -2.174  -2.387  -3.084
H  -0.750  -1.367  -2.797
H  -2.370  -0.783  -2.361
H  -1.349  -4.347  -1.641
H  -0.481  -3.955  -0.142
H  0.154  -3.426  -1.715
N  -3.855  4.990  -1.322
C  -2.539  5.010  -1.014
O  -1.859  6.012  -1.047
C  -1.903  3.693  -0.603
C  -2.559  2.479  -0.503
C  -1.857  1.350  -0.128
N  -0.541  1.366  0.136
C  0.091  2.561  0.067
C  -0.553  3.723  -0.293
H  -4.280  5.860  -1.596
H  -4.418  4.163  -1.327
H  -3.615  2.368  -0.705
H  -2.347  0.394  -0.033
H  1.137  2.565  0.332
H  -0.020  4.663  -0.342

Atomic forces in eV per Å
0.61 -0.84 -0.39
-0.05 -0.05 -0.02
-0.43 0.02 0.24
0.23 0.05 0.14
-0.07 0.22 0.00
0.28 0.32 -0.22
-0.02 0.09 0.01
-0.04 -0.11 0.06
0.02 -0.14 -0.18
0.00 -0.18 0.24
-0.15 -0.22 -0.21
-0.37 0.08 0.31
0.07 0.07 0.13
0.10 0.03 -0.12
0.10 0.10 -0.08
-0.07 -0.02 0.08
0.02 0.00 0.01
0.00 0.02 0.00
0.00 0.00 0.01
0.00 0.01 -0.03
-0.10 0.01 0.04
0.09 -0.07 -0.12
0.02 -0.02 0.07
-0.01 -0.05 0.01
-0.01 0.09 0.14
0.12 -0.11 -0.08
-0.03 0.02 0.07
0.00 0.17 0.00
-0.08 0.00 -0.02
-0.06 -0.09 0.09
0.00 0.02 -0.01
-0.02 -0.05 -0.03
0.00 0.01 -0.03
-0.01 0.03 -0.01
-0.03 0.11 0.20
0.00 -0.12 -0.33
0.11 0.19 -0.02
0.11 -0.01 0.15
0.00 0.08 0.23
0.03 0.01 0.05
-0.02 -0.07 -0.06
-0.03 0.03 -0.02
0.00 0.03 -0.01
-0.08 -0.02 0.00
0.04 -0.06 0.01
0.03 0.02 0.02
-0.02 0.04 -0.15
-0.13 -0.11 0.00
0.06 0.05 0.01
0.00 -0.04 0.01
-0.04 -0.04 0.01
-0.09 0.12 -0.04
-0.13 -0.04 0.00
0.14 -0.05 0.08
0.02 0.66 -0.17
-0.25 -0.15 -0.04
0.07 0.05 0.01
0.00 0.00 -0.01
0.01 -0.03 0.01
0.01 0.00 0.02
0.01 -0.02 -0.03
0.01 -0.04 -0.01
0.01 -0.02 0.00

Frontier orbital gap (spin up / spin down)   0.271 / 0.280 Ha
Charge   +1
Lowest unoccupied orbital energy (spin up / spin down)   -3.82 / -3.54 eV
Spin multiplicity   2
Relative energy (zero: lowest compared OMol25 entry of this formula, charge and spin)   0.128 eV

=====

Entry 4:
C23H27CaN7O2SSe2 as an isolated structure, computed with ωB97M-V with the def2-TZVPD basis set.

Cartesian coordinates (Å):
Ca  0.443  -0.248  -0.100
C  -0.380  -0.737  4.576
C  -0.339  0.567  5.034
C  0.203  1.551  4.225
C  0.692  1.197  2.971
N  0.607  -0.054  2.519
C  0.094  -0.996  3.300
C  1.338  2.192  2.074
C  1.649  3.470  2.530
C  2.270  4.356  1.671
C  2.587  3.944  0.390
C  2.260  2.650  0.000
N  1.635  1.808  0.828
C  2.625  2.135  -1.352
C  3.261  2.925  -2.307
C  3.605  2.369  -3.525
C  3.313  1.038  -3.766
C  2.666  0.329  -2.769
N  2.332  0.859  -1.601
H  -0.791  -1.538  5.174
H  -0.727  0.821  6.012
H  0.221  2.573  4.571
H  0.035  -1.989  2.876
H  1.428  3.774  3.540
H  2.517  5.356  2.000
H  3.088  4.624  -0.281
H  3.485  3.964  -2.120
H  4.096  2.972  -4.278
H  3.564  0.561  -4.703
H  2.399  -0.711  -2.911
O  -1.489  1.389  0.737
C  -2.884  1.367  0.448
C  -3.390  0.270  -0.500
C  -4.895  0.588  -0.710
O  -5.179  1.776  -1.429
C  -3.422  -1.101  0.191
Se  -1.789  -2.135  0.543
C  -2.732  0.228  -1.898
Se  -0.974  1.090  -2.246
H  -1.118  1.799  -0.076
H  -3.143  2.347  0.032
H  -3.406  1.261  1.403
H  -5.399  0.598  0.266
H  -5.337  -0.214  -1.301
H  -4.839  2.537  -0.949
H  -4.046  -1.766  -0.409
H  -3.914  -0.989  1.159
H  -3.401  0.713  -2.605
H  -2.631  -0.815  -2.198
C  -0.174  -5.400  -2.016
C  0.917  -4.908  -1.144
N  1.701  -5.624  -0.410
N  2.484  -4.706  0.243
C  2.203  -3.432  -0.064
S  2.855  -2.026  0.549
N  1.218  -3.567  -1.002
N  0.569  -2.484  -1.567
H  -0.243  -6.479  -1.920
H  0.013  -5.145  -3.061
H  -1.118  -4.943  -1.713
H  3.158  -5.006  0.924
H  0.657  -2.482  -2.577
H  -0.432  -2.503  -1.281

Atomic forces in eV per Å
0.10 -0.07 0.33
0.00 0.02 0.00
-0.01 -0.05 0.00
0.02 -0.05 -0.02
-0.22 -0.09 0.23
0.11 0.02 -0.29
-0.02 0.02 0.03
0.13 0.28 -0.19
0.04 0.03 0.00
-0.02 -0.09 -0.05
0.01 0.03 0.03
0.00 0.12 0.12
-0.11 0.00 0.05
0.06 -0.07 -0.22
-0.02 0.07 0.07
-0.01 -0.09 -0.04
0.00 0.05 0.02
0.02 0.02 -0.05
-0.23 -0.15 0.28
0.00 0.00 0.01
0.00 0.01 0.00
0.02 0.01 -0.01
0.01 0.00 0.00
-0.01 -0.03 0.01
0.00 0.00 0.00
0.00 -0.02 -0.01
-0.01 -0.01 0.02
0.00 0.01 0.00
0.00 0.00 0.00
0.00 0.00 0.01
0.13 0.04 -0.03
-0.07 -0.06 0.01
-0.01 0.06 0.00
0.04 0.00 0.03
-0.01 0.05 -0.04
-0.06 -0.07 0.02
0.19 -0.02 -0.06
-0.04 0.00 -0.02
0.09 -0.10 -0.06
0.06 -0.03 -0.06
0.00 0.01 0.03
0.02 0.00 0.01
-0.01 0.01 -0.01
0.00 -0.01 0.01
-0.01 -0.04 0.01
-0.02 0.03 0.00
-0.02 0.00 -0.01
0.00 0.00 0.00
-0.01 -0.01 0.03
0.01 0.01 0.00
0.03 0.09 -0.11
-0.04 -0.06 0.10
0.01 0.03 -0.04
-0.02 -0.13 -0.06
0.03 0.12 0.07
-0.04 -0.12 0.08
-0.24 0.23 -0.24
0.00 0.00 0.00
0.00 0.00 0.00
0.00 -0.01 0.00
0.01 0.01 0.00
0.09 -0.07 0.01
0.01 0.02 0.00

Frontier orbital gap   0.236 Ha
Lowest unoccupied orbital energy   -0.36 eV
Relative energy (zero: lowest compared OMol25 entry of this formula, charge and spin)   0.000 eV

=====

The records above yield max |F| values of 0.22450; 0.06815; 0.02161; 0.00798 Eh/bohr, respectively.